{"formula": "C3H3N2S", "method": "ωB97M-V/def2-TZVPD", "multiplicity": 1, "e_lumo_ev": -7.551, "largest_force_ev_per_a": 4.12, "total_charge": 1, "relative_energy_kj_mol": 427.4, "orbital_gap_ev": 7.56, "elements": ["C", "C", "C", "N", "N", "S", "H", "H", "H"], "xyz": [[1.137, 2.095, 0.801], [0.417, -0.524, -1.334], [-1.111, -0.454, 1.107], [0.915, 0.591, -1.142], [1.157, 1.339, -0.138], [-0.543, -1.585, 0.015], [0.585, -1.099, -2.151], [-1.325, -0.935, 2.081], [-1.233, 0.572, 0.760]], "forces_ev_per_a": [[0.285, -1.288, -1.848], [-1.240, 1.496, 3.639], [0.912, -2.062, -1.546], [1.230, -0.818, -1.732], [-1.265, 1.556, 3.042], [0.371, 1.699, 0.862], [0.087, -1.456, -2.726], [-0.400, 0.937, -0.458], [0.019, -0.065, 0.768]], "mulliken_charge": [0.02, -0.05, -0.24, -0.25, 0.17, 0.19, 0.48, 0.30, 0.39]}

{"formula": "C3H3N2S", "method": "ωB97M-V/def2-TZVPD", "multiplicity": 1, "e_lumo_ev": [-7.216, -7.216], "largest_force_ev_per_a": 6.44, "total_charge": 1, "relative_energy_kj_mol": 448.8, "orbital_gap_ev": [8.03, 8.03], "elements": ["C", "C", "C", "N", "N", "S", "H", "H", "H"], "xyz": [[0.760, -0.020, 2.518], [-0.583, 1.802, 0.086], [0.727, -0.780, -0.158], [-0.528, 1.622, 1.286], [0.112, 0.851, 2.028], [0.517, 0.529, -1.104], [-1.146, 2.499, -0.490], [1.587, -1.382, -0.588], [0.128, -1.217, 0.491]], "forces_ev_per_a": [[-0.655, 1.015, 0.036], [0.836, -2.244, -1.484], [3.752, 1.104, -5.117], [-1.678, 2.891, 0.040], [2.238, -3.053, 1.166], [-0.399, 0.942, 1.422], [-0.355, 0.492, -0.204], [-1.005, 0.411, 0.886], [-2.733, -1.557, 3.256]], "mulliken_charge": [0.04, -0.03, -0.38, -0.26, 0.24, 0.11, 0.45, 0.28, 0.55]}